[1]
Below is a structure of composition C19H14FeN3O3S, with properties calculated with ωB97M-V/def2-TZVPD.

Geometry as ORCA input:
```
! wB97M-V def2-TZVPD RIJCOSX def2/J DEFGRID3
* xyz 0 2
Fe -0.50413 -0.55202 0.03562
O 2.99096 3.38379 -0.98728
C 3.71268 2.24856 -1.03043
C 5.08221 2.37748 -1.26433
C 5.89423 1.26413 -1.29740
C 5.36424 -0.01163 -1.09829
C 4.01106 -0.14950 -0.87324
C 3.16311 0.96308 -0.83828
C 1.72382 0.73914 -0.61010
O 1.28279 -0.46306 -0.47291
N 0.89323 1.76348 -0.57998
N -0.37876 1.29165 -0.35519
C -1.36893 2.15577 -0.30787
C -2.72384 1.77129 -0.16517
C -3.68969 2.81046 -0.04693
C -5.01911 2.55158 0.05192
C -5.45828 1.19702 0.02530
C -4.56362 0.18266 -0.10055
C -3.15729 0.42389 -0.20643
O -2.37488 -0.59420 -0.36344
H 2.05773 3.14396 -0.77336
H 5.47970 3.37276 -1.41002
H 6.95503 1.38624 -1.47793
H 6.00538 -0.88177 -1.12163
H 3.57137 -1.12588 -0.71930
H -1.11724 3.20403 -0.40563
H -3.32286 3.83099 -0.03248
H -5.73595 3.35507 0.14823
H -6.51523 0.97458 0.10479
H -4.87509 -0.85340 -0.12362
S -0.53653 -0.59136 2.30965
C -0.61365 -2.26531 1.89443
C -0.68785 -3.36868 2.73867
C -0.73604 -4.62056 2.16171
C -0.71322 -4.75993 0.77553
C -0.63929 -3.62061 0.00943
N -0.58801 -2.40927 0.56639
H -0.70478 -3.23554 3.81063
H -0.79057 -5.49897 2.79257
H -0.75218 -5.73186 0.30760
H -0.62051 -3.65806 -1.07072
*
```

Orbital gap (spin up / spin down) in eV: 6.581 / 7.561
Electronic energy in Ha: -2784.36510

Taken from the natural (NBO) analysis, the atomic charges in e are:
1 Fe 1.13
2 O -0.68
3 C 0.36
4 C -0.28
5 C -0.17
6 C -0.25
7 C -0.17
8 C -0.17
9 C 0.57
10 O -0.69
11 N -0.45
12 N -0.32
13 C 0.15
14 C -0.23
15 C -0.14
16 C -0.26
17 C -0.18
18 C -0.23
19 C 0.40
20 O -0.68
21 H 0.51
22 H 0.23
23 H 0.21
24 H 0.21
25 H 0.23
26 H 0.20
27 H 0.21
28 H 0.22
29 H 0.21
30 H 0.22
31 S -0.04
32 C 0.07
33 C -0.26
34 C -0.13
35 C -0.28
36 C 0.08
37 N -0.49
38 H 0.23
39 H 0.22
40 H 0.23
41 H 0.21

=====

[2]
Below is a cluster of 2 separate species, H3N3O3 in total, with properties calculated with ωB97M-V/def2-TZVPD.

Geometry as ORCA input:
```
! wB97M-V def2-TZVPD RIJCOSX def2/J DEFGRID3
* xyz 0 1
N 0.07920 1.03119 0.16578
N -1.13439 0.96669 -0.14629
N 1.08007 0.75460 0.64441
O 2.24949 0.83579 0.58974
O -0.74779 -1.36566 0.28228
O 0.60047 -1.29349 -0.22343
H 0.65388 -2.07372 -0.95147
H -1.57118 1.77200 -0.31996
H -1.20975 -0.62739 -0.04107
*
```

SMILES string: [H]/N=N/N=O.OO
Orbital gap in eV: 9.289
Electronic energy in Ha: -391.45970

Taken from the natural (NBO) analysis, the atomic charges in e are:
1 N 0.20
2 N -0.59
3 N 0.42
4 O -0.35
5 O -0.48
6 O -0.51
7 H 0.48
8 H 0.37
9 H 0.46

=====

[3]
Below is a structure of composition C34H59B3Br33F3NO7S, with properties calculated with ωB97M-V/def2-TZVPD.

Geometry as ORCA input:
```
! wB97M-V def2-TZVPD RIJCOSX def2/J DEFGRID3
* xyz -1 1
C 3.28732 3.04819 2.38855
C 2.21216 3.91360 3.22396
C 1.00254 4.45614 2.31321
C -0.43696 4.29545 3.02932
C -1.55465 3.69943 2.03920
C -1.97900 2.19572 2.45409
C -3.23186 1.66453 1.61858
C -2.83504 0.82219 0.32084
C -2.36022 -0.68337 0.66865
C -2.72161 -1.58404 -0.60403
C -1.55527 -2.61858 -1.01558
S -1.29542 -3.98633 0.20682
O 0.11021 -4.49228 0.30750
O -1.72461 -3.62656 1.61823
C -2.38974 -5.46600 -0.24800
F -2.33677 -6.31372 0.88825
F -1.94378 -6.15744 -1.36687
F -3.75081 -5.10660 -0.34522
O -2.23008 -3.34658 -2.08681
B -1.96074 -2.75634 -3.44210
B -3.35444 -2.43288 -4.29215
O -4.56095 -1.83404 -3.75086
O -3.42580 -2.81774 -5.70531
C -3.82890 -4.22148 -5.82444
O -1.07283 -1.61463 -3.04640
C -0.31259 -2.05385 -1.88474
C 0.80602 -3.07578 -2.40900
C 1.58081 -2.62043 -3.72970
C 3.16871 -2.34086 -3.48192
C 3.70707 -1.08999 -4.32139
C 4.59908 -1.47343 -5.59327
C 4.13914 -0.67659 -6.92347
C 2.76069 -1.36532 -7.38703
B 0.57125 -0.82111 -1.24369
O 1.47631 -1.02358 -0.11354
N 0.46727 0.60745 -1.74978
C 1.65418 0.99173 -2.57488
C 0.61042 1.43542 -0.48703
H 3.05502 1.94455 2.56692
H 4.31628 3.23623 2.82361
H 3.26596 3.26852 1.27387
H 1.81521 3.23953 4.05134
H 2.77929 4.80920 3.65204
H 1.24671 5.54377 2.06634
H 1.04862 3.86624 1.33431
H -0.37887 3.68720 3.98730
H -0.74981 5.35922 3.32026
H -1.23214 3.75262 0.94154
H -2.51705 4.31992 2.13687
H -2.26661 2.25591 3.55353
H -1.10694 1.47253 2.34190
H -4.00388 1.11635 2.26809
H -3.78779 2.60188 1.24547
H -3.76270 0.80418 -0.35172
H -2.04364 1.39767 -0.26958
H -3.02836 -0.99974 1.54551
H -1.27897 -0.73846 1.00318
H -3.62265 -2.21638 -0.33862
H -2.99961 -0.88577 -1.44781
H -1.32051 -3.47242 -4.14231
H -5.29536 -2.23089 -4.27513
H -4.83834 -4.42013 -5.31885
H -3.98312 -4.51039 -6.92303
H -3.03081 -4.95543 -5.42595
H 0.43058 -4.15350 -2.52087
H 1.59898 -3.13842 -1.57765
H 1.56089 -3.52440 -4.43680
H 1.18134 -1.68333 -4.22248
H 3.24595 -2.04044 -2.37550
H 3.73980 -3.30267 -3.66799
H 4.36471 -0.44610 -3.63545
H 2.88289 -0.39725 -4.68913
H 5.67136 -1.10671 -5.39774
H 4.68584 -2.59364 -5.76939
H 4.87421 -0.84403 -7.78480
H 4.04658 0.43959 -6.75517
H 3.04807 -2.39033 -7.80361
H 2.21175 -0.79834 -8.20000
H 2.08542 -1.53867 -6.49384
H 2.38640 -1.02396 -0.48491
H 1.91862 2.07053 -2.29156
H 1.45808 0.99397 -3.68937
H 2.53488 0.35143 -2.24730
H -0.03113 1.01941 0.36641
H 0.20375 2.48258 -0.69486
H 1.69485 1.56805 -0.16501
C -2.33440 3.29458 -3.37483
Br -0.66103 4.25460 -3.57741
Br -2.09658 1.38213 -3.57721
Br -3.21846 3.73548 -1.70531
H -2.98894 3.62295 -4.17869
C -3.73504 7.43411 2.90697
Br -3.70225 6.33636 1.31068
Br -3.26748 6.38888 4.46738
Br -2.63105 9.01856 2.73293
H -4.75946 7.77286 3.04063
C 6.92668 5.10252 4.57126
Br 5.49661 4.94486 5.86838
Br 8.21947 3.66882 4.74969
Br 6.23864 5.22949 2.76443
H 7.45102 6.03166 4.78121
C -1.77882 -8.38001 2.22574
Br -0.10689 -7.40626 2.12255
Br -1.54895 -10.25185 1.77163
Br -2.64222 -8.15672 3.94837
H -2.44302 -7.95030 1.47914
C 2.69084 -9.77094 0.79491
Br 3.26477 -10.65338 2.42304
Br 3.87043 -8.30881 0.31402
Br 2.46953 -11.02676 -0.66537
H 1.71142 -9.33981 0.99519
C 2.78029 8.52622 6.26106
Br 1.81366 7.98109 7.84982
Br 4.69612 8.53463 6.55195
Br 2.28987 7.45232 4.72460
H 2.48651 9.54970 6.04124
C -2.62777 1.02843 6.83092
Br -1.95107 2.84374 6.78654
Br -3.93482 0.72087 5.43361
Br -1.19197 -0.27015 6.76705
H -3.14036 0.89656 7.78065
C -1.06421 -7.76819 -4.81106
Br -0.39659 -5.96013 -5.00079
Br -2.37213 -8.20046 -6.17685
Br 0.37415 -9.06912 -4.75380
H -1.57652 -7.81887 -3.85285
C -0.24515 6.59095 -7.38743
Br -1.94184 7.50098 -7.15963
Br 0.99124 7.00554 -5.95294
Br -0.47690 4.67960 -7.60853
H 0.19674 6.96666 -8.30695
C -1.21607 7.15796 10.59510
Br -2.42885 8.65357 10.37162
Br -1.09638 6.59796 12.44718
Br -1.67056 5.68154 9.42474
H -0.22734 7.50377 10.30280
C -0.31485 -4.59145 6.45475
Br -1.77673 -4.83305 7.70640
Br 0.99013 -6.01965 6.58641
Br -0.95071 -4.36326 4.64003
H 0.19246 -3.67080 6.73298
*
```

Orbital gap in eV: 5.775
Electronic energy in Ha: -87627.00723

Atom charges from the Mulliken analysis, given in e for atoms 1 to 99:
1 C -0.87
2 C 0.33
3 C 0.12
4 C -0.33
5 C 0.63
6 C 0.38
7 C -0.95
8 C 0.15
9 C -0.14
10 C -1.58
11 C -0.45
12 S 1.48
13 O -0.69
14 O -0.64
15 C 0.51
16 F -0.26
17 F -0.15
18 F -0.20
19 O 0.33
20 B 1.36
21 B -0.04
22 O -0.72
23 O -0.57
24 C -0.38
25 O -0.96
26 C 1.41
27 C -1.11
28 C -0.17
29 C -0.49
30 C -0.16
31 C -0.77
32 C -0.57
33 C -0.65
34 B -0.58
35 O -0.64
36 N 0.81
37 C -0.66
38 C -1.07
39 H 0.23
40 H 0.22
41 H 0.18
42 H 0.23
43 H -0.35
44 H 0.37
45 H -0.44
46 H 0.16
47 H 0.06
48 H 0.14
49 H -0.53
50 H -0.36
51 H 0.11
52 H 0.29
53 H 0.23
54 H 0.56
55 H -0.59
56 H 0.58
57 H 0.38
58 H 0.51
59 H 0.17
60 H -0.67
61 H 0.23
62 H 0.22
63 H 0.22
64 H -0.09
65 H 0.12
66 H 0.62
67 H 0.11
68 H 0.05
69 H 0.18
70 H 0.50
71 H 0.40
72 H -0.18
73 H 0.27
74 H 0.32
75 H 0.33
76 H 0.29
77 H 0.25
78 H 0.30
79 H 0.04
80 H 0.39
81 H 0.38
82 H 0.18
83 H 0.18
84 H -0.20
85 H 0.21
86 H 0.50
87 C -0.53
88 Br -0.05
89 Br 0.12
90 Br -0.02
91 H 0.47
92 C -0.38
93 Br 0.04
94 Br -0.03
95 Br -0.03
96 H 0.40
97 C -0.31
98 Br -0.03
99 Br -0.03

=====

[4]
Below is the molecule C3H10NP, with properties calculated with ωB97M-V/def2-TZVPD.

Geometry as ORCA input:
```
! wB97M-V def2-TZVPD RIJCOSX def2/J DEFGRID3
* xyz 0 1
C 1.30179 0.70269 -0.42222
C 0.47188 -1.22973 1.19833
C 0.12042 0.07701 0.34597
N -0.97954 -0.35705 -0.45333
P -1.73672 0.81942 -1.46178
H 1.65505 0.04752 -1.16204
H 0.87868 1.59196 -1.04069
H 2.21040 1.04567 0.22860
H 1.39474 -1.68599 1.05490
H -0.29872 -2.03755 1.08280
H 0.47796 -0.88430 2.31491
H -0.40667 0.83219 1.04731
H -0.44823 -1.04870 -1.08147
H -2.92028 0.33387 -1.33745
H -1.72078 1.79300 -0.31386
*
```

SMILES string: CC(C)NP
Orbital gap in eV: 9.436
Electronic energy in Ha: -516.33457

Taken from the natural (NBO) analysis, the atomic charges in e are:
1 C -0.64
2 C -0.62
3 C -0.05
4 N -0.90
5 P 0.50
6 H 0.20
7 H 0.21
8 H 0.22
9 H 0.20
10 H 0.22
11 H 0.21
12 H 0.19
13 H 0.36
14 H -0.07
15 H -0.05